# 1
93
Properties=species:S:1:pos:R:3:forces:R:3 method="wB97M-V/def2-TZVPD" e_lumo_ev=-4.31 homo_energy_ev=-10.633 charge=+1 gap_ev=6.319
C 1.479727 -3.145042 4.821164 -0.013 -0.094 0.318
Si 2.418395 -1.611406 4.354622 0.004 0.085 -0.420
C 2.388370 -0.297572 5.677990 -0.006 -0.079 0.212
C 4.164378 -2.018490 3.838187 0.126 -0.084 0.136
O 1.554415 -0.949730 3.079641 -0.524 0.441 -0.568
C 1.800744 -0.802105 1.696325 0.150 0.325 0.446
C 2.869610 0.303080 1.476352 -0.294 -0.609 -0.132
C 3.051161 1.273927 2.464512 0.456 -0.011 0.193
C 4.084287 2.208793 2.354341 -0.309 -0.188 -0.166
C 4.866528 2.236818 1.197163 0.030 0.152 -0.020
C 4.596495 1.357875 0.145685 -0.259 -0.125 0.035
C 3.599330 0.384126 0.287992 0.308 0.381 0.118
C 2.084404 -2.198139 1.113760 0.479 0.439 0.546
C 3.352103 -2.564334 0.665784 -0.158 -0.424 -0.284
C 3.565254 -3.857064 0.170960 0.002 0.124 0.264
C 2.552582 -4.812217 0.255440 -0.032 0.052 -0.218
C 1.309282 -4.469038 0.797053 -0.053 0.289 0.178
C 1.078741 -3.162253 1.237940 0.118 -0.365 -0.354
C 0.465532 -0.253084 1.099081 -0.143 -0.057 0.650
C 0.035894 1.100166 1.682704 -0.858 -0.295 -0.169
C 0.447237 2.175973 0.678588 0.353 0.459 -0.079
C 0.659693 1.450222 -0.656296 0.251 0.950 -0.166
N 0.625178 0.028603 -0.325222 -0.076 -1.721 -1.591
C 0.661262 -0.909124 -1.266798 -0.853 1.305 1.777
C 0.980344 -0.576938 -2.588883 -0.264 0.011 -1.811
C 0.444454 -1.237778 -3.676301 0.891 -0.043 1.060
C 1.010892 -1.173583 -4.999474 0.336 0.410 -1.394
C 0.350566 -1.750086 -6.121368 0.171 0.341 0.658
C 0.841240 -1.569202 -7.409994 0.319 0.134 -0.054
C 2.020348 -0.833321 -7.623596 -0.285 -0.182 0.513
C 2.731270 -0.328166 -6.524186 -0.126 -0.093 0.152
C 2.247822 -0.508007 -5.229968 -0.564 -0.132 -0.167
H 2.031984 -3.690696 5.598987 -0.222 0.006 -0.119
H 0.487765 -2.885166 5.215038 0.204 -0.086 -0.030
H 1.336165 -3.814208 3.962875 0.139 0.156 0.168
H 2.877955 -0.694989 6.578534 -0.137 0.183 -0.093
H 2.918094 0.618165 5.382441 -0.047 -0.286 0.066
H 1.357679 -0.021050 5.940757 0.222 -0.100 -0.027
H 4.741601 -2.181103 4.761242 0.008 0.002 -0.279
H 4.208792 -2.935756 3.237244 0.007 0.170 0.176
H 4.643184 -1.209505 3.270903 -0.086 -0.117 0.175
H 2.402985 1.289236 3.344388 0.416 -0.167 -0.308
H 4.253069 2.904950 3.181128 0.012 -0.169 -0.418
H 5.675138 2.965429 1.110078 -0.248 -0.242 -0.014
H 5.156949 1.407556 -0.791014 -0.072 0.031 0.379
H 3.415354 -0.334992 -0.514043 0.127 0.333 0.220
H 4.185480 -1.864113 0.737118 -0.326 -0.301 -0.205
H 4.542630 -4.097882 -0.252571 -0.313 -0.105 0.232
H 2.731010 -5.829726 -0.096385 -0.065 0.311 0.080
H 0.511468 -5.209020 0.892213 0.338 0.156 -0.030
H 0.126807 -2.897403 1.709196 0.336 -0.193 -0.227
H -0.333414 -1.002446 1.236770 0.436 0.304 -0.089
H -1.059903 1.061690 1.717249 0.159 0.158 0.225
H 0.403135 1.259459 2.696322 -0.065 -0.090 -0.206
H -0.325710 2.945225 0.569845 0.173 -0.181 0.070
H 1.377161 2.677771 0.973412 -0.267 -0.157 -0.026
H -0.123914 1.713843 -1.388109 0.176 -0.480 0.242
H 1.626351 1.728125 -1.109547 -0.283 -0.217 0.195
H 0.418210 -1.937534 -0.988569 0.040 0.342 0.111
H 1.652283 0.277459 -2.745105 -0.233 -0.510 0.065
H -0.438001 -1.865747 -3.520853 0.403 -0.112 -0.046
H -0.557417 -2.330239 -5.943794 0.181 0.222 -0.155
H 0.309163 -1.995948 -8.262375 0.161 0.126 0.304
H 2.390509 -0.669507 -8.635922 -0.107 -0.079 0.291
H 3.667322 0.214407 -6.672420 -0.306 -0.214 -0.002
H 2.808331 -0.131146 -4.372869 -0.064 -0.060 -0.398
C -6.659711 -1.492334 0.051282 0.104 0.213 -0.017
C -7.281689 -0.469547 0.782881 0.262 0.014 -0.083
C -6.577030 0.700369 1.084416 0.209 -0.300 -0.242
C -5.251881 0.844700 0.655306 0.129 -0.044 0.207
C -4.496301 2.124373 0.920509 -0.025 -0.071 -0.218
C -4.653093 3.058191 -0.268156 -0.897 0.865 -0.016
C -4.027138 4.452380 -0.070575 0.031 -0.395 -0.058
C -3.746076 4.945426 -1.506292 0.134 0.063 0.090
C -4.070448 3.747548 -2.424221 -0.476 0.167 0.086
N -4.078006 2.591686 -1.516059 0.648 -0.092 -0.280
C -4.634917 -0.169186 -0.085668 -0.390 -0.189 0.144
C -5.337363 -1.338663 -0.390113 -0.127 0.225 0.180
H -7.209300 -2.404527 -0.186852 0.159 0.273 0.093
H -8.314059 -0.577259 1.123850 0.344 -0.041 -0.148
H -7.040168 1.516288 1.648610 0.089 -0.362 -0.171
H -4.902068 2.640997 1.801571 0.169 -0.190 -0.125
H -3.423987 1.926305 1.077990 -0.247 0.043 0.032
H -5.748628 3.233594 -0.401632 0.301 -0.144 0.088
H -4.716288 5.103103 0.478969 0.228 -0.098 -0.074
H -3.097375 4.361704 0.508013 -0.174 0.049 -0.094
H -4.377374 5.802996 -1.751542 0.198 -0.071 -0.059
H -2.698781 5.247775 -1.600772 -0.185 0.027 -0.071
H -5.066160 3.924265 -2.881729 0.305 -0.179 0.116
H -3.349888 3.627255 -3.239582 -0.083 -0.075 0.176
H -4.552003 1.783773 -1.913723 -0.005 0.266 0.195
H -3.604711 -0.019158 -0.423218 -0.319 -0.118 0.094
H -4.841312 -2.120096 -0.968622 -0.257 0.135 0.168



# 2
139
Properties=species:S:1:pos:R:3:forces:R:3 method="wB97M-V/def2-TZVPD" spin_multiplicity=5 e_lumo_ev="-0.32 / -0.68" homo_energy_ev="-8.993 / -8.993" gap_ev="8.670 / 8.310"
Fe 1.846051 -0.476386 3.321931 -2.079 1.007 -1.926
C -0.072878 -1.733910 1.278936 3.184 0.402 2.099
O 0.285520 -0.428187 0.881797 -1.240 -0.028 -0.847
O 0.959837 -2.102424 2.192329 -1.455 0.746 0.563
C -1.566058 -1.719129 1.764666 0.965 -0.402 1.274
F -1.869423 -0.888398 2.855477 0.481 -1.785 -1.917
F -2.259511 -1.302970 0.720868 -0.992 0.343 -0.205
F -1.998667 -3.018306 2.039428 0.370 1.760 0.113
C 0.404399 -0.115787 -0.536717 -0.342 0.209 1.709
C 0.386658 1.405659 -0.592725 0.882 -1.318 -1.265
H 1.302606 1.762467 -0.121755 -0.424 0.325 0.492
H 0.538803 1.561312 -1.660772 -0.316 0.721 -0.224
H -0.559879 1.820254 -0.245906 0.315 0.076 0.118
H -0.406446 -0.533187 -1.133721 -0.213 -0.157 0.157
H 1.342146 -0.553591 -0.878861 0.202 0.126 -0.229
H -0.015037 -2.450279 0.459440 -0.446 -0.005 -0.327
C 0.235800 1.382432 4.837537 3.847 -0.041 -0.267
O 0.150031 -0.033235 4.864799 -2.060 0.286 0.703
O 1.234840 1.565372 3.919229 -0.252 -0.450 -0.560
C -1.025453 2.194700 4.653700 -2.418 0.313 -2.113
F -1.897709 2.143100 5.642895 -0.190 -0.704 2.053
F -0.880417 3.511076 4.464383 1.456 0.216 -0.086
F -1.775709 1.785179 3.599780 0.549 -0.450 -0.731
C -0.701286 -0.539401 5.895487 0.650 -2.923 -0.176
C -0.656499 -2.061129 5.688994 -0.481 0.152 0.074
H -1.196297 -2.374865 4.795524 0.141 0.009 0.008
H 0.383703 -2.380472 5.625022 0.026 -0.062 -0.080
H -1.096958 -2.548302 6.558919 -0.062 -0.103 -0.013
H -1.741227 -0.214084 5.867177 0.320 0.469 -0.116
H -0.232725 -0.465533 6.876870 -0.116 1.094 0.131
H 0.607468 1.671911 5.820469 -0.157 0.298 0.677
C 1.814448 -6.806538 1.771119 1.381 0.481 -0.233
O 2.907332 -7.026449 1.257375 -0.726 -0.513 -0.260
N 1.638008 -5.795516 2.625333 1.004 0.325 0.427
C 0.354224 -5.511980 3.176882 -0.307 1.016 0.230
C 2.784722 -4.897472 2.966134 -0.720 -0.749 -0.168
H 0.883244 -7.363329 1.583886 0.148 -0.244 -0.109
H -0.046968 -4.619698 2.696277 -0.210 0.150 0.149
H 0.520093 -5.274645 4.227718 -0.504 -0.157 0.172
H -0.364177 -6.320371 3.040867 0.257 -0.134 0.118
H 3.702908 -5.483106 3.011653 -0.110 0.043 -0.377
H 2.838678 -4.088851 2.237213 0.146 -0.086 0.079
H 2.652968 -4.458802 3.955220 -0.399 -0.055 -0.022
C -5.453595 -2.744967 0.629228 -0.559 -1.552 -2.732
O -5.478995 -3.475652 -0.381931 0.892 0.615 1.629
N -6.490434 -1.965103 0.905951 -2.257 -0.255 -0.937
C -6.484587 -1.064974 1.970728 -0.563 1.061 0.816
C -7.727947 -1.917174 0.063973 0.745 -0.643 -0.306
H -4.610391 -2.659496 1.332006 -0.050 -0.109 -0.110
H -5.504276 -1.104057 2.445657 -0.239 0.462 0.281
H -7.316369 -1.264429 2.646352 0.248 -0.338 0.543
H -6.771784 -0.094510 1.565989 0.670 0.551 0.184
H -7.808211 -2.832894 -0.521809 0.422 0.229 -0.175
H -8.691990 -1.857901 0.569160 0.441 0.036 1.008
H -7.719919 -1.038214 -0.580586 0.334 -0.043 -0.217
C -1.925562 4.314000 0.439350 -0.985 0.844 -0.829
O -2.730499 4.676409 -0.407727 -0.283 -0.195 -0.167
N -0.757798 4.951135 0.594193 2.073 -0.584 1.138
C 0.173330 4.686801 1.700152 -1.150 -0.531 0.043
C -0.465382 6.199274 -0.020001 -0.982 1.982 -1.314
H -2.231656 3.493971 1.107232 0.916 -0.065 0.255
H 1.210257 4.714359 1.365282 -0.118 -0.019 -0.057
H -0.070072 3.711857 2.122458 0.290 0.012 0.053
H -0.014359 5.446355 2.459063 0.351 0.013 0.218
H 0.568434 6.541645 -0.065769 0.330 -1.023 0.172
H -0.875694 6.321890 -1.022349 0.012 -0.588 -0.109
H -0.938581 7.037207 0.491903 -0.341 0.009 0.535
C 3.726977 -3.025881 -0.338573 3.579 1.564 0.653
O 4.857072 -2.469317 -0.530774 -2.279 -0.611 0.818
N 3.294207 -3.954701 -1.139531 -2.042 -2.240 -2.898
C 1.850684 -4.470141 -1.239218 2.292 -0.065 0.788
C 4.180168 -4.598898 -2.162181 0.316 0.751 0.858
H 3.178827 -2.882900 0.605510 -0.457 0.485 -0.465
H 1.399013 -4.304375 -2.217293 0.196 0.587 0.049
H 1.278397 -4.043189 -0.415627 -0.055 -0.120 -0.130
H 1.977284 -5.548560 -1.144005 -0.447 -0.067 0.325
H 5.213249 -4.256958 -2.099616 -0.232 0.392 0.445
H 4.238614 -5.658142 -1.911815 -0.471 -0.114 -0.423
H 3.885999 -4.363439 -3.184985 -0.464 -0.366 0.074
C -1.565291 -1.459619 -3.732953 -0.481 -0.016 -0.958
O -0.485953 -1.834558 -4.158108 0.199 0.206 0.273
N -2.303063 -2.070263 -2.812120 -1.036 -0.819 1.951
C -3.534319 -1.479112 -2.305977 -0.650 0.548 -0.825
C -1.786618 -3.195684 -2.062413 1.333 -0.896 0.189
H -2.178208 -0.635841 -4.130354 0.585 0.440 -0.356
H -4.001725 -0.807128 -3.025742 0.305 -0.113 -0.638
H -3.409875 -0.784766 -1.475008 0.249 -0.578 0.616
H -4.280214 -2.258348 -2.149395 0.230 0.047 0.548
H -1.080691 -2.906188 -1.283979 0.276 0.478 -0.091
H -2.440006 -3.858539 -1.495143 -1.069 0.594 -0.530
H -1.229189 -3.861487 -2.721261 0.038 0.173 -0.213
C 4.095697 0.375002 0.919178 -2.645 0.703 2.151
O 3.093853 0.089572 1.710671 2.819 -0.007 -1.403
N 4.420432 1.642406 0.702879 0.950 -0.947 -1.225
C 5.369894 1.918414 -0.441466 -0.291 0.628 0.782
C 3.808927 2.789526 1.359695 0.556 1.067 -0.688
H 4.714841 -0.342474 0.358753 -0.566 -0.354 0.356
H 6.125780 2.626688 -0.102210 0.101 -0.181 0.149
H 4.892292 2.433228 -1.275107 -0.485 -0.066 0.261
H 5.844297 1.022197 -0.841273 -0.182 -0.174 0.457
H 3.250513 3.330963 0.596075 -0.667 -0.209 0.258
H 3.287109 2.639912 2.304912 -0.118 -0.646 -0.420
H 4.592332 3.530435 1.519176 0.349 -0.186 0.290
C 3.780372 5.652993 -1.702417 0.035 -4.413 0.823
O 4.331543 4.869156 -0.860261 -1.173 2.947 -1.671
N 2.758045 5.173887 -2.494329 1.322 0.728 0.817
C 2.453654 5.849843 -3.743438 -0.938 -0.386 0.438
C 2.070171 3.869158 -2.307717 0.816 0.585 0.673
H 4.089426 6.681889 -1.943393 0.045 -0.205 0.253
H 2.719568 6.906911 -3.745828 0.182 -0.125 0.157
H 1.368469 5.765715 -3.801658 -0.062 0.265 -0.681
H 2.916538 5.322926 -4.577817 -0.052 0.110 -0.134
H 2.367789 3.358216 -1.392036 0.280 0.548 0.128
H 1.010293 4.095121 -2.190715 -0.112 -0.285 -0.459
H 2.314082 3.150465 -3.090064 -0.414 0.312 -0.450
C -3.723563 2.261893 -2.669159 -0.776 -1.232 -4.342
O -3.820881 2.205533 -3.944994 0.877 0.513 3.497
N -4.780758 1.879042 -1.926400 0.473 2.106 1.117
C -4.819960 2.012305 -0.462354 -0.447 -0.383 -0.469
C -6.022530 1.560758 -2.548935 -0.959 -1.561 -1.091
H -2.752192 2.443072 -2.183552 -0.476 0.268 0.240
H -4.134306 1.263870 -0.065078 -0.060 0.238 0.581
H -5.852450 1.798509 -0.186037 0.171 -0.512 0.213
H -4.685011 3.017072 -0.061946 0.698 0.063 -0.381
H -6.072707 0.474140 -2.479212 -0.590 -0.356 -0.022
H -6.943631 1.952520 -2.117426 0.420 0.380 0.562
H -6.114850 1.748883 -3.618603 0.730 0.396 0.158
C 1.969373 0.489728 -4.364406 -0.506 1.176 -0.736
O 1.690051 1.620285 -4.804931 0.287 -1.596 0.639
N 3.192996 0.178457 -3.896213 2.410 1.312 -0.456
C 3.735920 -1.028048 -3.272004 -0.982 -0.568 -0.040
C 4.334118 1.128726 -4.156357 0.356 0.029 -0.411
H 1.243914 -0.338469 -4.367585 0.034 0.062 0.222
H 4.594823 -1.415538 -3.819944 0.439 0.593 0.227
H 3.109322 -1.919804 -3.288004 -0.881 0.409 -0.093
H 3.923940 -0.827501 -2.217240 0.538 -0.100 -0.134
H 4.229060 2.018905 -4.776557 -1.448 -0.166 0.050
H 4.837157 1.532138 -3.277541 -0.318 -0.489 0.469
H 5.105829 0.626746 -4.739948 0.045 -0.624 0.260



# 3
14
Properties=species:S:1:pos:R:3:forces:R:3 method="wB97M-V/def2-TZVPD" smiles=OC[C@@H](S)CS e_lumo_ev=0.76 homo_energy_ev=-8.817 gap_ev=9.574
C -1.105480 -0.331185 0.767763 0.456 0.056 0.177
C 1.256440 0.107543 0.011852 0.361 -0.074 -0.192
C -0.152995 -0.249863 -0.424506 -0.318 0.399 -0.027
O -2.305403 -0.911724 0.334370 -0.390 -0.197 -0.090
S 2.412218 -0.019120 -1.407514 -0.286 0.035 0.078
S -0.786084 0.924271 -1.675752 -0.075 -0.265 -0.148
H -1.271769 0.677861 1.174458 0.084 -0.099 -0.044
H -0.639207 -0.945281 1.555702 -0.018 0.087 -0.094
H 1.598036 -0.586600 0.781471 -0.077 0.057 0.035
H 1.297194 1.129284 0.394251 -0.085 -0.083 0.071
H -0.161224 -1.211534 -0.942763 0.023 -0.035 0.078
H -2.963616 -0.861176 1.034360 0.077 0.015 -0.048
H 3.502213 0.266971 -0.697065 0.186 -0.026 0.096
H -0.680324 2.010553 -0.906626 0.062 0.132 0.108



# 4
30
Properties=species:S:1:pos:R:3:forces:R:3 method="wB97M-V/def2-TZVPD" e_lumo_ev=-4.03 homo_energy_ev=-13.317 charge=+1 gap_ev=9.282
C -1.259258 1.465686 -0.671011 0.698 1.260 -2.099
C -1.943434 -0.467229 0.548502 0.382 -0.141 -1.224
C 1.261493 -0.520504 -1.378359 0.048 -1.378 0.739
C 2.244847 0.514994 -0.838453 0.130 1.758 -2.716
C 0.270024 -0.528369 -0.244614 -0.575 -1.065 -1.283
C 0.976848 -0.043509 1.005056 0.552 0.024 1.074
C 0.347423 0.868409 2.099330 -3.151 -5.226 0.266
C 1.736253 -1.280269 1.673479 -1.066 2.612 3.415
C -1.471829 -1.801109 -1.420111 2.840 -1.257 -1.723
N -2.123977 0.868998 0.103521 -0.476 -1.458 1.056
N -0.894942 -1.153361 -0.317256 0.288 2.988 3.284
N -1.674256 2.577968 -1.311575 0.505 -1.154 1.557
O -2.631966 -1.043209 1.302763 -0.245 -0.107 0.496
O 1.949057 0.824136 0.496134 0.280 0.531 -0.906
H 0.790855 -0.431543 -2.375325 0.235 0.732 0.646
H 1.788545 -1.478573 -1.477668 -0.313 -0.266 0.450
H 3.304665 0.306451 -0.943659 0.013 -0.559 -0.004
H 2.052370 1.357154 -1.565944 0.397 0.049 1.332
H -0.413647 0.334923 2.831776 1.374 0.988 -1.684
H -0.045808 1.705353 1.674714 -1.199 2.274 -1.145
H 1.145616 1.105957 2.655571 2.875 1.061 2.197
H 0.951391 -1.773314 2.319542 1.123 0.182 -0.535
H 2.588018 -0.785066 2.380673 -2.176 -1.200 -1.703
H 2.196137 -1.974560 1.049996 0.647 -1.042 -1.379
H -0.696278 -2.466410 -1.852020 -0.389 0.611 -0.176
H -2.158783 -2.459044 -1.075550 -2.342 -2.034 1.322
H -1.957856 -1.227146 -2.157633 -0.194 1.359 -0.903
H -2.969187 1.320297 0.379485 -0.979 -0.017 0.482
H -0.903757 2.975264 -1.771186 0.617 1.019 -0.941
H -2.458553 3.207639 -1.120171 0.100 -0.546 0.104